Record 1
DFT (ωB97M-V with the def2-TZVPD basis set) results for 2 unconnected molecules or ions with the total composition C4H7ClN2O2.

Calculated values
- highest occupied orbital energy (eV) = -9.8
- calculated total energy (eV) = -23856.082
- F_max (eV/Å) = 1.2
- structure (SMILES) = O/N=C/Cl.CCOC#N
- energy above the lowest of the compared OMol25 structures with the same formula, charge and spin (kcal/mol) = 18.9

```
! wB97M-V def2-TZVPD RIJCOSX def2/J DEFGRID3
* xyz 0 1
O 0.06562 -1.65319 1.93002
N -0.52190 -0.53249 2.38462
C 0.14405 0.28596 3.07404
Cl -0.61146 1.70687 3.62065
H 1.03380 -1.66498 2.08980
H 1.19534 0.17642 3.34517
C -0.28631 -0.21261 -1.53906
C 0.03197 1.04132 -0.74257
O 1.44658 1.15956 -0.49186
C 1.96866 0.27725 0.24658
N 2.45480 -0.48523 0.95181
H 0.29363 -0.23424 -2.45869
H -0.05735 -1.09938 -0.95171
H -1.34397 -0.21854 -1.78105
H -0.50458 1.03383 0.21274
H -0.21938 1.94897 -1.29682
*
```

Record 2
DFT (ωB97M-V with the def2-TZVPD basis set) results for a single C19H26F2N2O3 molecule.

Calculated values
- highest occupied orbital energy (eV) = -9.0
- calculated total energy (eV) = -34683.520
- F_max (eV/Å) = 0.7
- structure (SMILES) = COCCC(=O)N1CCC[C@H](CCC(=O)NCc2ccc(F)c(F)c2)C1
- energy above the lowest of the compared OMol25 structures with the same formula, charge and spin (kcal/mol) = 4.4

```
! wB97M-V def2-TZVPD RIJCOSX def2/J DEFGRID3
* xyz 0 1
C 3.69445 -4.20594 -0.84810
O 2.76065 -3.96098 -1.87157
C 1.64289 -3.20748 -1.46864
C 1.95430 -1.72484 -1.23581
C 0.68128 -0.94714 -0.97024
O -0.41502 -1.48538 -0.91977
N 0.82695 0.38125 -0.77384
C 2.08921 1.09207 -0.78968
C 1.84459 2.59743 -0.90482
C 0.76643 2.86265 -1.95164
C -0.58490 2.26266 -1.51517
C -1.52310 3.33998 -0.96191
C -2.86848 2.78152 -0.48288
C -2.75710 2.20135 0.91774
O -2.23959 2.80592 1.83424
N -3.32255 0.98090 1.08098
C -3.19253 0.24379 2.32633
C -1.97607 -0.64758 2.28851
C -2.06910 -1.98205 1.91895
C -0.93678 -2.76885 1.81195
C 0.30239 -2.21017 2.05579
F 1.41294 -2.96392 1.94297
C 0.40590 -0.87311 2.41260
F 1.61937 -0.32240 2.61957
C -0.72677 -0.09547 2.54458
C -0.33900 1.17634 -0.46160
H 3.20326 -4.59519 0.05093
H 4.25602 -3.30420 -0.57871
H 4.38693 -4.95112 -1.23605
H 1.19904 -3.63529 -0.56072
H 0.91730 -3.29776 -2.28022
H 2.45834 -1.33006 -2.12102
H 2.62253 -1.60526 -0.37983
H 2.66208 0.86972 0.12037
H 2.67859 0.76275 -1.65102
H 1.53808 3.01148 0.05573
H 2.77812 3.08324 -1.19146
H 0.66265 3.93597 -2.11509
H 1.08221 2.41349 -2.89544
H -1.06390 1.80223 -2.38563
H -1.04778 3.84730 -0.11977
H -1.70270 4.07883 -1.74550
H -3.25019 2.04251 -1.18793
H -3.58650 3.60285 -0.42212
H -3.60452 0.45163 0.27110
H -4.10094 -0.34122 2.48444
H -3.09015 0.98977 3.11791
H -3.03445 -2.41605 1.70857
H -0.99956 -3.80490 1.52216
H -0.63444 0.94020 2.83286
H -0.20387 1.63770 0.52018
H -1.17652 0.48088 -0.41228
*
```

Which of these has the lowest calculated total energy?
C19H26F2N2O3